No. 1
Entry from the Open Molecules 2025 dataset: a 2-piece molecular cluster, C4H7FO overall (ωB97M-V/def2-TZVPD).

XYZ file:
```
13
Properties=species:S:1:pos:R:3:nbo_charge:R:1
C -0.48981 1.27926 -0.88619 -0.60
C 0.01840 0.56133 0.36796 -0.02
C 0.76110 -0.61008 -0.02724 0.34
C 0.56461 -1.82567 0.27331 -0.45
H -0.91897 2.23807 -0.76621 0.21
H -1.19642 0.26185 -1.20762 0.22
H 0.38818 1.42199 -1.50545 0.22
H 0.51186 1.33184 0.95643 0.19
H -1.16208 0.89695 2.18962 0.42
H 1.25012 -2.42594 -0.19826 0.20
H -0.07294 -2.74771 0.95195 0.25
O -1.20241 0.00659 0.92880 -0.64
F 1.54836 -0.38847 -1.07712 -0.34
```

Results
- HOMO: -9.70 eV
- ΔE to the lowest compared entry with this formula, charge and spin: 147.4 kcal/mol
- Lowest unoccupied orbital energy: -0.853 eV
- DFT total energy: -9019.8812 eV

No. 2
Entry from the Open Molecules 2025 dataset: a 2-piece molecular cluster, C4H7FO overall (ωB97M-V/def2-TZVPD).

XYZ file:
```
13
Properties=species:S:1:pos:R:3:nbo_charge:R:1
C -1.81236 0.11406 -0.69059 0.24
C 0.23915 -1.24265 -0.41211 -0.72
C 0.09629 1.31600 0.92983 -0.45
C -1.02266 -0.70456 0.13544 0.40
O -2.86752 0.61887 -0.40526 -0.54
F -1.43534 -1.25820 1.27667 -0.30
H -1.48636 0.40388 -1.71080 0.14
H 0.99430 -1.46215 0.38917 0.24
H 0.83036 -0.54095 -0.95815 0.24
H 0.22850 -2.26033 -0.85736 0.24
H 0.56626 1.07983 0.07806 0.15
H -0.42350 2.24032 1.01555 0.20
H 0.34582 0.71722 1.68818 0.17
```

Results
- HOMO (spin up / spin down): -8.81 / -9.02 eV
- ΔE to the lowest compared entry with this formula, charge and spin: 95.9 kcal/mol
- Lowest unoccupied orbital energy (spin up / spin down): -0.229 / -0.739 eV
- DFT total energy: -9022.1144 eV

No. 3
Entry from the Open Molecules 2025 dataset: an isolated molecule of C4H7FOS (ωB97M-V/def2-TZVPD).

XYZ file:
```
14
Properties=species:S:1:pos:R:3:nbo_charge:R:1
C 0.23267 0.88277 -0.01986 -0.44
C 1.58980 0.50027 0.52216 -0.57
C -0.92807 -0.18745 0.06825 0.02
C -0.67091 -1.65896 -0.35734 0.24
O -2.10792 0.18544 -0.62192 -0.74
F 0.17812 -2.42399 0.29560 -0.32
S 2.65987 -0.54847 -0.56292 0.11
H -0.09441 1.80697 0.45525 0.21
H 0.47057 1.08622 -1.03942 0.21
H 2.22449 1.41414 0.70141 0.25
H 1.28698 0.08691 1.51624 0.22
H -1.35845 -0.19217 1.12991 0.17
H -1.25581 -2.07383 -1.11262 0.15
H -2.22694 1.12213 -0.97474 0.49
```

Results
- HOMO (spin up / spin down): -9.42 / -7.87 eV
- ΔE to the lowest compared entry with this formula, charge and spin: 84.2 kcal/mol
- Lowest unoccupied orbital energy (spin up / spin down): 0.576 / -1.909 eV
- DFT total energy: -19857.4838 eV

No. 4
Entry from the Open Molecules 2025 dataset: C4H7FS as an isolated structure (ωB97M-V/def2-TZVPD).

XYZ file:
```
13
Properties=species:S:1:pos:R:3:nbo_charge:R:1
C -3.01706 -0.19904 0.43204 -0.64
C -1.72682 -0.47690 -0.21528 -0.31
C -0.49081 0.07406 -0.24698 0.38
C 0.85638 -0.50571 -0.61666 -0.61
H -3.47573 0.06580 -0.65224 0.25
H -3.62132 -1.42267 1.00544 0.24
H -2.92419 0.88308 1.21988 0.24
H -1.78005 -1.66435 -0.36951 0.22
H 1.11635 -0.22181 -1.67001 0.24
H 0.84073 -1.54768 -0.59075 0.22
H 1.63848 -0.13593 1.77454 0.14
F -0.30121 1.44330 -0.18685 -0.35
S 2.32416 -0.14379 0.30285 -0.01
```

Results
- HOMO: -9.07 eV
- ΔE to the lowest compared entry with this formula, charge and spin: 119.8 kcal/mol
- Lowest unoccupied orbital energy: 0.308 eV
- DFT total energy: -17809.1482 eV

No. 5
Entry from the Open Molecules 2025 dataset: C4H7FS as an isolated structure (ωB97M-V/def2-TZVPD).

XYZ file:
```
13
Properties=species:S:1:pos:R:3:nbo_charge:R:1
C -1.65605 -0.71687 -0.34821 -0.61
C -0.35810 -0.57915 0.37921 -0.32
C 1.79489 0.41296 -0.07894 -0.53
C 0.36823 0.75844 0.26185 0.18
H -1.90190 -1.74829 -0.44001 0.22
H -2.33229 -0.11158 0.25852 0.21
H -1.52499 -0.27713 -1.28495 0.23
H -0.46929 -0.95904 1.40737 0.22
H 2.46022 0.52796 0.82498 0.22
H 2.29444 0.96482 -0.90424 0.24
H 0.33139 1.42326 1.13471 0.16
F -0.13544 1.58457 -0.72995 -0.37
S 1.12888 -1.27996 -0.48034 0.16
```

Results
- HOMO: -8.87 eV
- ΔE to the lowest compared entry with this formula, charge and spin: 26.3 kcal/mol
- Lowest unoccupied orbital energy: 0.945 eV
- DFT total energy: -17813.2010 eV

No. 6
Entry from the Open Molecules 2025 dataset: C4H7FeO as an isolated structure (ωB97M-V/def2-TZVPD).

XYZ file:
```
13
Properties=species:S:1:pos:R:3:nbo_charge:R:1
H -0.27250 0.59415 -1.81403 0.27
C -0.13796 -1.00424 -0.30724 -0.42
C 0.44588 0.18934 -1.08947 -0.51
C 0.28176 0.80988 0.24646 0.46
O 1.25379 1.15851 1.01179 -0.87
Fe 3.08837 1.05474 1.17652 0.91
H -0.71483 -1.63507 -0.99570 0.27
H 0.65827 -1.60223 0.16489 0.25
H 1.49593 0.08084 -1.38376 0.25
H -0.91562 1.33165 0.66780 0.34
C -1.48532 -0.15717 0.63011 -0.45
H -2.35693 -0.39948 -0.00204 0.26
H -1.34082 -0.42091 1.69467 0.24
```

Results
- HOMO (spin up / spin down): -11.61 / -15.24 eV
- ΔE to the lowest compared entry with this formula, charge and spin: 3.6 kcal/mol
- Spin multiplicity: 7
- Charge: +1
- Lowest unoccupied orbital energy (spin up / spin down): -4.072 / -5.483 eV
- Expectation value of S²: 12.013
- DFT total energy: -40681.0023 eV

No. 7
Entry from the Open Molecules 2025 dataset: C4H7FeO3 as an isolated structure (ωB97M-V/def2-TZVPD).

XYZ file:
```
15
Properties=species:S:1:pos:R:3:nbo_charge:R:1
H 0.74676 0.56847 2.43041 0.28
O 0.77733 1.42275 -0.70045 -0.70
C 1.28186 1.15615 0.43418 0.45
C 0.32204 0.50892 1.42049 -0.19
O 0.27927 -0.84838 1.04953 -0.42
C 0.25034 -1.04401 -0.37332 -0.22
C -1.23911 -1.07056 -0.76639 -0.17
O -1.73911 0.12509 -1.25577 -0.52
Fe -1.02384 1.76592 -1.37944 1.74
H 2.03614 1.85472 0.82554 0.25
H -0.69774 0.91753 1.38037 0.20
H 1.51948 -1.25617 -0.26675 0.38
H 0.67605 -0.82225 -1.37309 0.30
H -1.85856 -1.39891 0.09152 0.30
H -1.33089 -1.87926 -1.51684 0.31
```

Results
- HOMO (spin up / spin down): -18.40 / -17.59 eV
- ΔE to the lowest compared entry with this formula, charge and spin: 123.5 kcal/mol
- Spin multiplicity: 6
- Charge: +2
- Lowest unoccupied orbital energy (spin up / spin down): -10.859 / -12.710 eV
- Expectation value of S²: 8.828
- DFT total energy: -44762.1609 eV

No. 8
Entry from the Open Molecules 2025 dataset: C4H7HgO2 as an isolated structure (ωB97M-V/def2-TZVPD).

XYZ file:
```
14
Properties=species:S:1:pos:R:3:nbo_charge:R:1
O 2.47435 -1.11176 0.81080 -0.63
C 1.44126 -0.68595 1.37847 0.75
O 0.68396 0.16605 0.66081 -0.58
Hg 3.01659 -1.98250 2.99087 0.07
C -1.87006 0.08405 0.53652 -0.34
C -1.92670 0.44380 -0.80214 -0.45
H -1.96698 0.88144 1.28110 0.20
H -1.89610 -0.97776 0.79968 0.20
H -2.01084 1.50837 -1.04054 0.20
H -2.02706 -0.36379 -1.53457 0.20
C 0.86936 0.46029 -0.97944 -0.26
H 1.85047 0.95728 -0.97580 0.20
H 0.44218 1.16364 -1.70326 0.24
H 0.91956 -0.54317 -1.42251 0.21
```

Results
- HOMO (spin up / spin down): -8.18 / -7.96 eV
- ΔE to the lowest compared entry with this formula, charge and spin: 71.7 kcal/mol
- Spin multiplicity: 2
- Lowest unoccupied orbital energy (spin up / spin down): 0.393 / -2.397 eV
- Expectation value of S²: 0.758
- DFT total energy: -12525.2474 eV

No. 9
Entry from the Open Molecules 2025 dataset: an isolated molecule of C4H7IN2S (ωB97M-V/def2-TZVPD).

XYZ file:
```
15
Properties=species:S:1:pos:R:3:nbo_charge:R:1
C -0.77612 0.01087 -1.86867 -0.43
N -0.04700 0.13579 -0.58079 -0.42
C 0.40621 -1.05451 0.06895 -0.21
C 1.04510 -0.48063 1.33999 -0.24
N 0.09375 0.64631 1.53576 -0.58
I 0.52934 2.12100 2.95055 0.36
C -0.43158 0.99630 0.29835 0.29
S -1.36967 2.40633 0.17270 -0.27
H -1.85152 -0.00235 -1.75897 0.22
H -0.72467 0.88522 -2.58571 0.24
H -0.32052 -0.82077 -2.41585 0.21
H 1.04987 -1.71846 -0.60452 0.21
H -0.48193 -1.64506 0.20867 0.19
H 0.82138 -1.22026 2.11540 0.22
H 2.05735 -0.25979 1.12415 0.21
```

Results
- HOMO: -7.99 eV
- ΔE to the lowest compared entry with this formula, charge and spin: 0.0 kcal/mol
- Lowest unoccupied orbital energy: -0.484 eV
- DFT total energy: -26176.3334 eV
- Structure (SMILES): CN1CCN(I)C1=S

No. 10
Entry from the Open Molecules 2025 dataset: C4H7IrO3SbSe4 as an isolated structure (ωB97M-V/def2-TZVPD).

XYZ file:
```
20
Properties=species:S:1:pos:R:3:nbo_charge:R:1
Ir 1.65078 0.68018 -0.18790 0.87
Se 4.73883 3.95871 1.62590 -0.64
Sb 3.88087 3.22275 -0.50590 1.01
Se 3.95709 0.60221 -0.83299 -0.43
Se 1.23355 3.04190 -0.25010 -0.45
Se 4.55226 4.35171 -2.53189 -0.64
C -2.30353 -0.81117 1.17792 -0.63
C -1.26380 -0.95957 0.07566 0.13
C -1.81148 -1.70814 -1.12597 -0.62
O -0.84380 0.33171 -0.38832 -0.73
C -0.05162 -1.73120 0.69061 0.76
O -0.22058 -2.90588 0.97128 -0.66
O 1.01856 -1.04294 0.88491 -0.78
H -3.21066 -0.33742 0.79433 0.20
H -1.90589 -0.21329 2.00296 0.21
H -2.55288 -1.79602 1.56768 0.24
H -2.73794 -1.23939 -1.46255 0.20
H -2.00026 -2.74478 -0.85518 0.23
H -1.08675 -1.68759 -1.94072 0.22
H -1.04277 0.98821 0.29027 0.49
```

Results
- HOMO (spin up / spin down): -4.81 / -5.07 eV
- ΔE to the lowest compared entry with this formula, charge and spin: 4.2 kcal/mol
- Spin multiplicity: 5
- Charge: -1
- Lowest unoccupied orbital energy (spin up / spin down): 1.711 / 0.408 eV
- Expectation value of S²: 6.031
- DFT total energy: -281167.9596 eV

Max |F| (eV/A)
8.06; 3.77; 3.28; 5.55; 3.17; 5.43; 4.72; 7.70; 5.21; 0.77